Density functional theory data (the ωB97M-V functional and the def2-TZVPD basis) for 6 unconnected molecules or ions with the total composition C36H30N6O12.

LUMO (eV): -0.8
Energy relative to the best compared isomer or geometry (same formula, charge and spin) (kcal/mol): 95.75
SMILES: O=[N+]([O-])c1ccccc1.O=[N+]([O-])c1ccccc1.O=[N+]([O-])c1ccccc1.O=[N+]([O-])c1ccccc1.O=[N+]([O-])c1ccccc1.O=[N+]([O-])c1ccccc1

Each atom is followed by the atoms it is bonded to, with distances in Å.
Positions of all 84 atoms, in Å:
1 C -0.6082 -10.0173 4.4895  C2 1.389, C6 1.396, H10 1.080
2 C -1.9071 -10.3922 4.8072  C1 1.389, C3 1.390, H11 1.080
3 C -2.1241 -11.6923 5.2496  C2 1.390, C4 1.356, H12 1.080
4 C -1.1431 -12.6286 5.2692  C3 1.356, C5 1.386, N7 1.576
5 C 0.1137 -12.2505 4.8227  C4 1.386, C6 1.340, H13 1.080
6 C 0.3811 -10.9998 4.4221  C1 1.396, C5 1.340, H14 1.080
7 N -1.3927 -14.1071 5.7548  C4 1.576, O8 1.260, O9 1.238
8 O -0.4176 -14.8992 5.8443  N7 1.260
9 O -2.5173 -14.4780 6.1167  N7 1.238
10 H -0.3847 -8.9857 4.2611  C1 1.080
11 H -2.6971 -9.6716 4.6552  C2 1.080
12 H -3.1094 -11.9929 5.5741  C3 1.080
13 H 0.9839 -12.8897 4.8483  C5 1.080
14 H 1.3474 -10.6099 4.1381  C6 1.080
15 C -4.5142 7.1273 -6.8392  C16 1.438, C20 1.403, H24 1.080
16 C -5.7896 7.4786 -7.4035  C15 1.438, C17 1.376, H25 1.080
17 C -6.7658 6.5098 -7.3795  C16 1.376, C18 1.451, H26 1.080
18 C -6.5941 5.1304 -6.9651  C17 1.451, C19 1.346, N21 1.531
19 C -5.3689 4.8569 -6.4793  C18 1.346, C20 1.406, H27 1.080
20 C -4.3253 5.7984 -6.4290  C15 1.403, C19 1.406, H28 1.080
21 N -7.6662 4.0370 -6.9899  C18 1.531, O22 1.203, O23 1.226
22 O -8.7181 4.2736 -7.5238  N21 1.203
23 O -7.4078 2.8912 -6.6389  N21 1.226
24 H -3.7281 7.8558 -6.7062  C15 1.080
25 H -6.0723 8.4788 -7.6969  C16 1.080
26 H -7.7788 6.7203 -7.6892  C17 1.080
27 H -5.2206 3.8269 -6.1902  C19 1.080
28 H -3.4089 5.5313 -5.9238  C20 1.080
29 C -0.4615 -3.7602 -1.8350  C30 1.396, C34 1.401, H38 1.080
30 C -0.4543 -3.4244 -3.1900  C29 1.396, C31 1.395, H39 1.080
31 C -0.3923 -2.0925 -3.5995  C30 1.395, C32 1.459, H40 1.080
32 C -0.5541 -1.0744 -2.5676  C31 1.459, C33 1.423, N35 1.489
33 C -0.7019 -1.4273 -1.1969  C32 1.423, C34 1.404, H41 1.080
34 C -0.6208 -2.7831 -0.8431  C29 1.401, C33 1.404, H42 1.080
35 N -0.7308 0.3469 -2.9735  C32 1.489, O36 1.251, O37 1.207
36 O -1.1284 1.2220 -2.1726  N35 1.251
37 O -0.1825 0.5878 -4.0209  N35 1.207
38 H -0.5269 -4.7996 -1.5490  C29 1.080
39 H -0.3893 -4.2284 -3.9082  C30 1.080
40 H -0.2581 -1.7007 -4.5969  C31 1.080
41 H -0.5226 -0.7045 -0.4146  C33 1.080
42 H -0.6633 -3.1148 0.1838  C34 1.080
43 C -2.8919 -1.3137 5.6840  C44 1.401, C48 1.444, H52 1.080
44 C -2.6245 -2.6749 5.8800  C43 1.401, C45 1.348, H53 1.080
45 C -1.3434 -3.0930 5.9236  C44 1.348, C46 1.386, H54 1.080
46 C -0.2845 -2.2274 5.7002  C45 1.386, C47 1.400, N49 1.494
47 C -0.4584 -0.8575 5.4686  C46 1.400, C48 1.390, H55 1.080
48 C -1.7795 -0.4274 5.4325  C43 1.444, C47 1.390, H56 1.080
49 N 1.0878 -2.7969 5.5439  C46 1.494, O50 1.186, O51 1.213
50 O 1.1701 -3.9803 5.5427  N49 1.186
51 O 2.0402 -2.0468 5.5792  N49 1.213
52 H -3.9011 -0.9424 5.7839  C43 1.080
53 H -3.5498 -3.1954 6.0785  C44 1.080
54 H -1.1615 -4.1231 6.1922  C45 1.080
55 H 0.3726 -0.1700 5.4126  C47 1.080
56 H -2.0365 0.5960 5.2023  C48 1.080
57 C 6.0173 4.7122 -3.2124  C58 1.383, C62 1.413, H66 1.080
58 C 7.3903 4.5483 -3.2253  C57 1.383, C59 1.438, H67 1.080
59 C 7.9254 3.9855 -4.4355  C58 1.438, C60 1.444, H68 1.080
60 C 7.0743 3.3995 -5.4435  C59 1.444, C61 1.432, N63 1.513
61 C 5.6610 3.5546 -5.2750  C60 1.432, C62 1.390, H69 1.080
62 C 5.1251 4.2874 -4.2219  C57 1.413, C61 1.390, H70 1.080
63 N 7.5573 2.5878 -6.6257  C60 1.513, O64 1.236, O65 1.248
64 O 8.7030 2.8026 -7.0364  N63 1.236
65 O 6.8774 1.6174 -7.0175  N63 1.248
66 H 5.5472 5.4206 -2.5463  C57 1.080
67 H 7.9856 5.0088 -2.4506  C58 1.080
68 H 8.9395 3.6155 -4.4021  C59 1.080
69 H 4.9717 3.0605 -5.9437  C61 1.080
70 H 4.0866 4.5810 -4.2634  C62 1.080
71 C 0.7177 7.5370 4.0591  C72 1.405, C76 1.418, H80 1.080
72 C 0.1694 6.4402 3.3735  C71 1.405, C73 1.385, H81 1.080
73 C 0.9880 5.5246 2.7324  C72 1.385, C74 1.407, H82 1.080
74 C 2.3801 5.5607 2.9317  C73 1.407, C75 1.372, N77 1.476
75 C 2.9802 6.5797 3.6266  C74 1.372, C76 1.371, H83 1.080
76 C 2.1355 7.5520 4.0973  C71 1.418, C75 1.371, H84 1.080
77 N 3.1690 4.4130 2.4436  C74 1.476, O78 1.225, O79 1.247
78 O 2.6090 3.3635 2.1504  N77 1.225
79 O 4.3951 4.6268 2.5182  N77 1.247
80 H 0.0743 8.2805 4.5057  C71 1.080
81 H -0.9059 6.4121 3.2775  C72 1.080
82 H 0.5573 4.7959 2.0617  C73 1.080
83 H 4.0587 6.5927 3.6818  C75 1.080
84 H 2.5910 8.4444 4.5005  C76 1.080

---

Density functional theory data (the ωB97M-V functional and the def2-TZVPD basis) for 5 unconnected molecules or ions with the total composition C22H57N3O8.

LUMO (eV): 0.6
Energy relative to the best compared isomer or geometry (same formula, charge and spin) (kcal/mol): 110.38
SMILES: COCCNCCOC.COCCNCCOC.COCCNCCOC.CCO.CCO

Each atom is followed by the atoms it is bonded to, with distances in Å.
Positions of all 90 atoms, in Å:
1 C 3.4497 -5.3102 1.4201  C2 1.573, H4 1.090, H5 1.090, H6 1.090
2 C 1.9202 -5.6430 1.2642  C1 1.573, O3 1.412, H7 1.090, H8 1.090
3 O 1.4545 -4.7122 0.3103  C2 1.412, H9 0.960
4 H 4.0747 -6.0304 0.8921  C1 1.090
5 H 3.6371 -5.7169 2.4138  C1 1.090
6 H 3.7489 -4.2649 1.3430  C1 1.090
7 H 1.3718 -5.2277 2.1097  C2 1.090
8 H 1.6609 -6.7017 1.2603  C2 1.090
9 H 1.3687 -3.8862 0.7921  O3 0.960
10 C -1.0656 -2.3700 0.9018  C11 1.506, H13 1.090, H14 1.090, H15 1.090
11 C 0.0270 -1.7218 0.0932  C10 1.506, O12 1.415, H16 1.090, H17 1.090
12 O 1.3395 -1.9301 0.5801  C11 1.415, H18 0.960
13 H -2.0367 -2.1139 0.4783  C10 1.090
14 H -0.9025 -1.9666 1.9012  C10 1.090
15 H -0.8748 -3.4280 1.0813  C10 1.090
16 H -0.0187 -0.6348 0.1587  C11 1.090
17 H -0.0553 -2.0400 -0.9461  C11 1.090
18 H 1.9613 -1.5643 -0.0532  O12 0.960
19 C -5.3206 0.2898 1.6980  O20 1.442, H28 1.090, H29 1.090, H30 1.090
20 O -4.2892 -0.6679 2.0133  C19 1.442, C21 1.459
21 C -3.5886 -0.5279 3.2851  O20 1.459, C22 1.514, H31 1.090, H32 1.090
22 C -2.5895 0.6083 3.3336  C21 1.514, N23 1.504, H33 1.090, H34 1.090
23 N -3.3090 1.7002 4.0765  C22 1.504, C24 1.486, H35 1.010
24 C -2.4298 2.8873 3.9112  N23 1.486, C25 1.517, H36 1.090, H37 1.090
25 C -3.1854 4.0819 4.4627  C24 1.517, O26 1.491, H38 1.090, H39 1.090
26 O -4.4682 4.0460 3.7038  C25 1.491, C27 1.387
27 C -5.5549 4.7902 4.1395  O26 1.387, H40 1.090, H41 1.090, H42 1.090
28 H -6.0835 0.1733 0.9282  C19 1.090
29 H -4.7746 1.2086 1.4839  C19 1.090
30 H -5.7672 0.4939 2.6711  C19 1.090
31 H -3.0483 -1.4740 3.3186  C21 1.090
32 H -4.3187 -0.5421 4.0943  C21 1.090
33 H -2.2428 0.9831 2.3706  C22 1.090
34 H -1.6885 0.4102 3.9142  C22 1.090
35 H -4.2230 1.8799 3.6860  N23 1.010
36 H -2.1956 3.0158 2.8545  C24 1.090
37 H -1.4934 2.6020 4.3908  C24 1.090
38 H -2.7415 5.0772 4.4421  C25 1.090
39 H -3.4048 3.9111 5.5167  C25 1.090
40 H -6.4680 4.3214 3.7725  C27 1.090
41 H -5.5431 5.7954 3.7181  C27 1.090
42 H -5.4609 4.7905 5.2254  C27 1.090
43 C 3.1309 1.8334 3.0505  O44 1.416, H52 1.090, H53 1.090, H54 1.090
44 O 2.1933 1.1820 2.2124  C43 1.416, C45 1.434
45 C 2.4436 1.2367 0.8012  O44 1.434, C46 1.612, H55 1.090, H56 1.090
46 C 3.8162 0.4675 0.4489  C45 1.612, N47 1.430, H57 1.090, H58 1.090
47 N 3.9718 -0.0700 -0.8673  C46 1.430, C48 1.456, H59 1.010
48 C 3.6109 0.8377 -1.9471  N47 1.456, C49 1.562, H60 1.090, H61 1.090
49 C 4.4204 2.1713 -2.0224  C48 1.562, O50 1.422, H62 1.090, H63 1.090
50 O 5.7314 2.0846 -2.5660  C49 1.422, C51 1.409
51 C 5.8178 2.1961 -3.9680  O50 1.409, H64 1.090, H65 1.090, H66 1.090
52 H 4.1372 1.4603 2.8598  C43 1.090
53 H 2.9065 1.4836 4.0582  C43 1.090
54 H 3.1581 2.9059 2.8582  C43 1.090
55 H 2.4793 2.2896 0.5217  C45 1.090
56 H 1.6975 0.8023 0.1359  C45 1.090
57 H 4.0045 -0.3856 1.1008  C46 1.090
58 H 4.5968 1.2007 0.6515  C46 1.090
59 H 4.9608 -0.2133 -1.0132  N47 1.010
60 H 2.6017 1.2310 -1.8243  C48 1.090
61 H 3.7208 0.2009 -2.8249  C48 1.090
62 H 4.6389 2.4016 -0.9797  C49 1.090
63 H 4.0076 3.1026 -2.4102  C49 1.090
64 H 6.8135 2.1714 -4.4107  C51 1.090
65 H 5.4974 3.1891 -4.2832  C51 1.090
66 H 5.0596 1.5422 -4.3990  C51 1.090
67 C -1.2521 2.3319 -0.8113  O68 1.409, H76 1.090, H77 1.090, H78 1.090
68 O -1.1236 1.1653 -1.5904  C67 1.409, C69 1.402
69 C -1.1780 1.2832 -2.9865  O68 1.402, C70 1.491, H79 1.090, H80 1.090
70 C -1.2198 -0.0076 -3.7305  C69 1.491, N71 1.417, H81 1.090, H82 1.090
71 N -2.0124 -1.0006 -3.1036  C70 1.417, C72 1.513, H83 1.010
72 C -2.2095 -2.2516 -3.9320  N71 1.513, C73 1.582, H84 1.090, H85 1.090
73 C -0.9425 -3.1468 -4.2436  C72 1.582, O74 1.455, H86 1.090, H87 1.090
74 O -0.1440 -2.5461 -5.3017  C73 1.455, C75 1.442
75 C 1.0185 -3.2967 -5.7066  O74 1.442, H88 1.090, H89 1.090, H90 1.090
76 H -1.0369 2.0148 0.2091  C67 1.090
77 H -2.3060 2.6095 -0.7921  C67 1.090
78 H -0.7548 3.2560 -1.1058  C67 1.090
79 H -0.3459 1.9067 -3.3135  C69 1.090
80 H -2.0403 1.9167 -3.1946  C69 1.090
81 H -0.2887 -0.3329 -4.1946  C70 1.090
82 H -1.7045 0.0770 -4.7032  C70 1.090
83 H -1.6450 -1.2368 -2.1930  N71 1.010
84 H -2.6806 -2.1284 -4.9072  C72 1.090
85 H -2.7876 -2.9087 -3.2823  C72 1.090
86 H -1.3395 -4.1223 -4.5246  C73 1.090
87 H -0.2883 -3.3449 -3.3945  C73 1.090
88 H 0.8627 -4.3703 -5.8126  C75 1.090
89 H 1.7581 -2.9816 -4.9706  C75 1.090
90 H 1.3728 -2.7987 -6.6091  C75 1.090

---

Density functional theory data (the ωB97M-V functional and the def2-TZVPD basis) for 20 unconnected molecules or ions with the total composition H40O20.

LUMO (alpha / beta) (eV): 2.0 / 1.9
Energy relative to the best compared isomer or geometry (same formula, charge and spin) (kcal/mol): 77.91
Net charge: -1
Spin multiplicity: 2
⟨S²⟩: 0.7510

Each atom is followed by the atoms it is bonded to, with distances in Å.
Positions of all 60 atoms, in Å:
1 O 5.9190 0.7074 0.0890  H2 0.984, H3 0.945
2 H 4.9937 0.7428 0.4218  O1 0.984
3 H 5.9065 1.1182 -0.7618  O1 0.945
4 O 0.8704 1.7327 4.9510  H5 0.947, H6 0.950
5 H -0.0576 1.5449 4.9399  O4 0.947
6 H 0.9571 2.6724 5.0625  O4 0.950
7 O 3.8440 2.2711 0.7933  H8 0.969, H9 1.051
8 H 3.2148 2.8925 1.1887  O7 0.969
9 H 3.0978 1.5889 0.5079  O7 1.051
10 O 2.3278 4.9828 -1.4897  H11 0.940, H12 0.931
11 H 2.8640 4.2897 -1.8305  O10 0.940
12 H 1.4380 4.9559 -1.2173  O10 0.931
13 O 0.3792 -6.2035 1.1089  H14 1.018, H15 0.932
14 H -0.6151 -6.1751 1.3270  O13 1.018
15 H 0.3510 -5.3252 0.7988  O13 0.932
16 O -2.1594 -0.3723 0.2422  H17 0.898, H18 0.943
17 H -1.4856 -0.0266 0.7241  O16 0.898
18 H -3.0596 -0.4120 0.5191  O16 0.943
19 O 3.1754 -0.6303 -3.8473  H20 0.981, H21 0.967
20 H 2.6657 0.2003 -3.9580  O19 0.981
21 H 3.3324 -0.7404 -2.8997  O19 0.967
22 O 1.8691 -1.5353 0.1739  H23 0.922, H24 1.000
23 H 1.8546 -2.0491 0.9389  O22 0.922
24 H 2.0121 -0.5843 0.4471  O22 1.000
25 O -1.0255 -4.1566 -1.0121  H26 1.049, H27 1.000
26 H -1.3910 -3.7635 -1.9138  O25 1.049
27 H -0.3644 -4.8130 -1.3765  O25 1.000
28 O -1.7359 5.0847 0.3518  H29 0.895, H30 0.946
29 H -1.7688 4.8518 1.2151  O28 0.895
30 H -1.1303 5.7816 0.1472  O28 0.946
31 O -0.6578 3.9491 -3.0635  H32 0.975, H33 0.949
32 H -0.9894 3.6515 -3.9303  O31 0.975
33 H -0.2475 3.1503 -2.7572  O31 0.949
34 O -2.6279 1.4278 -2.4478  H35 0.970, H36 0.926
35 H -2.2402 2.0982 -1.8630  O34 0.970
36 H -2.4660 0.5859 -2.0977  O34 0.926
37 O -2.1711 -3.9203 2.2030  H38 1.002, H39 0.945
38 H -1.6799 -3.0780 1.9726  O37 1.002
39 H -2.8487 -3.9236 1.5438  O37 0.945
40 O -1.8627 2.2641 2.7577  H41 0.998, H42 0.940
41 H -1.7520 1.8045 1.8791  O40 0.998
42 H -2.6940 1.8463 2.8899  O40 0.940
43 O 1.3937 -2.5770 -2.8368  H44 0.982, H45 1.009
44 H 2.2336 -2.3171 -3.2741  O43 0.982
45 H 1.2802 -2.1900 -1.9115  O43 1.009
46 O -0.9913 -1.4486 4.0589  H47 0.917, H48 0.968
47 H -0.5363 -1.8484 4.7473  O46 0.917
48 H -1.9546 -1.3613 4.1036  O46 0.968
49 O 1.4677 0.6614 1.4810  H50 0.915, H51 0.954
50 H 1.9782 0.8997 2.2026  O49 0.915
51 H 0.6120 0.2676 1.6292  O49 0.954
52 O -2.6717 -1.2992 -3.6673  H53 0.938, H54 0.983
53 H -2.4783 -2.0038 -4.2551  O52 0.938
54 H -3.5449 -0.8543 -3.7494  O52 0.983
55 O -0.3578 0.0679 -1.3474  H56 1.042, H57 0.984
56 H -1.1863 0.1793 -1.9687  O55 1.042
57 H -0.1298 -0.8852 -1.4394  O55 0.984
58 O -4.3921 -1.1266 1.4115  H59 0.986, H60 1.041
59 H -4.2208 -1.2750 0.4519  O58 0.986
60 H -4.9741 -0.2872 1.6113  O58 1.041